# C9H8Br9NO2

A structure of composition C9H8Br9NO2 at a distorted geometry (the ωB97M-V functional and the def2-TZVPD basis, the Open Molecules 2025 dataset).

Last column: Mulliken charge in e.
Positions of all 29 atoms, in Å:
C -3.87 12.98 -6.31  -0.38
Br -4.77 11.37 -7.02  -0.04
Br -5.03 14.54 -6.48  0.08
Br -2.10 13.29 -7.05  -0.04
H -3.73 12.85 -5.25  0.46
C -4.14 14.14 -10.17  0.20
Br -3.85 15.92 -10.99  -0.03
Br -3.27 12.69 -11.12  -0.01
Br -6.04 13.70 -9.96  0.01
H -3.74 14.18 -9.17  -0.21
C -4.85 17.77 -4.41  -0.02
Br -4.11 17.04 -2.77  -0.02
Br -4.17 19.55 -4.79  -0.04
Br -6.82 17.71 -4.49  0.01
H -4.50 17.17 -5.24  0.02
C -6.93 12.67 -2.84  -0.51
C -7.64 13.84 -2.58  -0.63
C -8.38 14.41 -3.58  -0.27
C -8.33 13.88 -4.88  0.04
C -7.62 12.70 -5.13  -0.47
C -6.87 12.12 -4.10  -0.32
N -9.22 14.40 -5.89  1.05
O -9.07 14.04 -7.04  -0.60
O -10.09 15.19 -5.55  -0.61
H -6.36 12.27 -2.01  0.36
H -7.76 14.16 -1.55  0.44
H -9.03 15.24 -3.36  0.53
H -7.47 12.46 -6.17  0.53
H -6.27 11.24 -4.28  0.48

Properties
* E_tot: -645426.225 eV
* Kohn-Sham gap: 9.3973 eV
* relative energy (zero: lowest compared OMol25 entry of this formula, charge and spin): 0.187 eV



# C5H8O

An isolated molecule of C5H8O (the ωB97M-V functional and the def2-TZVPD basis, the Open Molecules 2025 dataset).

Last column: Mulliken charge in e.
Positions of all 14 atoms, in Å:
C -2.12 0.09 0.42  -1.21
C -0.70 0.58 0.32  0.60
O -0.34 1.63 0.81  -0.58
C 0.27 -0.32 -0.38  -0.07
C 1.56 0.28 -0.88  -0.56
C 1.59 -0.58 0.33  -0.56
H -2.55 -0.10 -0.58  0.33
H -2.14 -0.86 0.96  0.32
H -2.74 0.82 0.95  0.32
H -0.16 -1.14 -0.95  0.40
H 1.67 1.35 -0.73  0.25
H 1.96 -0.11 -1.81  0.25
H 2.00 -1.58 0.25  0.25
H 1.71 -0.10 1.29  0.25

Properties
* E_tot: -7361.450 eV
* Kohn-Sham gap: 10.7410 eV
* relative energy (zero: lowest compared OMol25 entry of this formula, charge and spin): 0.806 eV



# C42H75BBr27F6N4O6

A structure of composition C42H75BBr27F6N4O6 at a distorted geometry (the ωB97M-V functional and the def2-TZVPD basis, the Open Molecules 2025 dataset).

Last column: Mulliken charge in e.
Positions of all 161 atoms, in Å:
C -2.89 -2.99 2.57  -0.47
C -4.21 -2.31 2.93  -1.04
C -5.25 -2.46 1.81  -0.60
C -5.09 -1.38 0.71  -0.69
C -4.53 -1.97 -0.60  0.18
C -4.01 -0.86 -1.53  -0.84
C -2.58 -0.50 -1.37  0.46
N -1.56 -1.32 -1.16  -0.41
C -0.47 -0.54 -1.18  0.15
N 0.76 -1.06 -1.04  0.50
O 1.89 -0.26 -1.09  -0.55
B 2.60 -0.18 0.14  0.78
O 3.94 -0.37 0.03  -0.45
O 1.91 0.07 1.29  -0.41
C 0.91 -2.50 -0.94  -0.90
O 1.14 -3.16 -1.89  -0.37
C 0.71 -3.16 0.45  1.59
F 0.18 -2.25 1.29  -0.18
F -0.17 -4.16 0.32  -0.35
C 2.04 -3.68 1.08  0.69
F 2.99 -3.72 0.12  -0.35
F 2.48 -2.83 2.01  -0.27
C 1.96 -5.11 1.68  0.80
F 1.80 -5.98 0.69  -0.26
F 3.17 -5.34 2.23  -0.29
C 0.91 -5.35 2.78  0.16
O 0.52 -6.45 3.00  -0.48
O 0.51 -4.23 3.40  -0.34
N -0.77 0.76 -1.36  0.50
C 0.01 2.00 -1.47  0.03
C -0.67 3.18 -0.76  -0.55
C 0.30 3.85 0.20  -0.63
Br 0.34 3.05 1.96  -0.12
N -2.14 0.76 -1.48  -0.51
H -2.28 -3.18 3.46  0.20
H -2.33 -2.38 1.86  -0.07
H -3.08 -3.95 2.08  0.41
H -4.00 -1.25 3.09  0.41
H -4.62 -2.72 3.86  0.37
H -5.14 -3.44 1.33  0.27
H -6.26 -2.38 2.21  0.34
H -6.07 -0.96 0.47  0.40
H -4.38 -0.61 1.03  0.36
H -3.73 -2.69 -0.40  0.47
H -5.32 -2.47 -1.16  -0.26
H -4.65 0.03 -1.45  0.38
H -4.11 -1.21 -2.56  0.27
H 4.35 -0.51 0.89  0.28
H 2.33 0.74 1.85  0.22
H -0.43 -4.34 3.61  0.27
H 0.09 2.22 -2.54  0.10
H 1.00 1.87 -1.06  0.14
H -1.53 2.85 -0.17  0.68
H -0.97 3.96 -1.46  0.05
H 1.32 3.81 -0.18  0.39
H 0.05 4.90 0.33  0.06
H -2.72 1.56 -1.64  0.34
Br 1.57 4.76 -3.36  -0.13
C 0.00 5.74 -3.99  -0.64
C -0.09 7.11 -3.38  -0.47
Br -0.69 7.04 -1.52  -0.13
H -0.86 5.12 -3.76  0.43
H 0.12 5.81 -5.07  0.37
H -0.84 7.70 -3.90  0.37
H 0.86 7.63 -3.38  0.30
Br -8.22 -3.79 -0.17  -0.15
C -8.13 -5.21 -1.51  -0.59
C -6.72 -5.61 -1.81  0.01
Br -5.83 -4.28 -2.92  -0.07
H -8.66 -4.85 -2.38  0.27
H -8.68 -6.05 -1.08  0.39
H -6.68 -6.54 -2.38  -0.22
H -6.11 -5.71 -0.91  0.37
Br 1.10 6.56 2.77  -0.12
C 0.70 7.04 4.61  -0.28
C -0.46 6.25 5.15  -0.46
Br -2.16 6.89 4.46  -0.14
H 0.52 8.11 4.63  0.42
H 1.61 6.82 5.17  0.05
H -0.53 6.36 6.23  0.39
H -0.40 5.20 4.90  0.16
Br -0.74 -0.15 6.92  -0.11
C 0.81 -0.34 5.76  -0.46
C 1.89 0.65 6.10  -0.65
Br 1.46 2.44 5.49  -0.10
H 0.45 -0.22 4.74  0.16
H 1.17 -1.35 5.90  0.39
H 2.82 0.39 5.60  0.38
H 2.07 0.72 7.17  0.44
Br -3.60 -0.42 9.44  -0.17
C -2.81 0.00 11.17  -0.60
C -1.60 -0.86 11.45  -0.53
Br -2.09 -2.67 11.95  -0.08
H -3.59 -0.13 11.91  0.40
H -2.52 1.04 11.11  0.37
H -1.05 -0.47 12.30  0.28
H -0.94 -0.94 10.59  0.32
Br 2.16 5.67 -8.14  -0.09
C 3.85 6.43 -7.56  -0.83
C 3.76 6.88 -6.12  -0.36
Br 2.77 8.54 -5.94  -0.16
H 4.09 7.26 -8.22  0.45
H 4.59 5.64 -7.65  0.45
H 4.75 7.09 -5.72  0.40
H 3.27 6.14 -5.50  0.06
Br -0.76 -4.82 14.93  -0.11
C 0.78 -4.97 13.76  -0.41
C 1.86 -3.99 14.11  -0.64
Br 1.41 -2.20 13.51  -0.14
H 0.41 -4.84 12.74  0.24
H 1.14 -5.99 13.89  0.27
H 2.79 -4.24 13.59  0.39
H 2.05 -3.93 15.17  0.41
Br 4.37 5.57 -10.22  -0.08
C 4.32 4.20 -11.60  -0.08
C 5.69 3.87 -12.12  -0.01
Br 6.36 5.25 -13.32  -0.12
H 3.66 4.56 -12.38  0.37
H 3.89 3.32 -11.13  -0.18
H 5.66 2.96 -12.71  -0.15
H 6.43 3.76 -11.33  0.38
Br 2.95 6.77 -15.87  -0.13
C 4.48 6.82 -17.06  -0.58
C 5.67 7.50 -16.43  -0.32
Br 5.46 9.43 -16.40  -0.12
H 4.15 7.32 -17.97  0.39
H 4.72 5.78 -17.28  0.33
H 6.57 7.32 -17.02  0.35
H 5.83 7.19 -15.41  0.01
Br 5.24 3.63 5.00  -0.13
C 5.32 4.07 6.90  -0.60
C 4.22 5.02 7.29  -0.34
Br 4.58 6.83 6.69  -0.14
H 6.31 4.46 7.09  0.41
H 5.20 3.12 7.42  0.33
H 4.14 5.08 8.37  0.38
H 3.26 4.73 6.86  0.08
Br 3.59 0.68 -10.96  -0.13
C 3.52 -0.68 -12.36  -0.57
C 4.88 -0.99 -12.92  -0.58
Br 5.51 0.40 -14.12  -0.15
H 2.83 -0.31 -13.11  0.39
H 3.09 -1.56 -11.88  0.33
H 4.83 -1.90 -13.52  0.34
H 5.63 -1.11 -12.14  0.37
Br -5.87 -7.93 -4.26  -0.15
C -7.55 -8.72 -4.84  -0.60
C -8.18 -7.92 -5.94  -0.55
Br -9.00 -6.29 -5.26  -0.13
H -8.18 -8.80 -3.96  0.37
H -7.30 -9.72 -5.18  0.35
H -8.99 -8.48 -6.40  0.35
H -7.47 -7.62 -6.70  0.38
Br 1.41 -8.40 11.97  -0.12
C -0.39 -7.80 11.53  -0.45
C -1.40 -8.30 12.52  -0.54
Br -1.80 -10.18 12.25  -0.14
H -0.59 -8.14 10.52  0.43
H -0.35 -6.71 11.55  0.13
H -2.35 -7.78 12.39  0.36
H -1.07 -8.19 13.55  0.34

Properties
* E_tot: -1971141.596 eV
* Kohn-Sham gap: 7.4176 eV
* total charge: +1



# C4H7NO

An isolated molecule of C4H7NO at a distorted geometry (the ωB97M-V functional and the def2-TZVPD basis, the Open Molecules 2025 dataset).

Last column: Mulliken charge in e.
Positions of all 13 atoms, in Å:
C 1.52 0.33 0.18  -0.94
C 0.20 0.50 -0.72  -0.09
C -0.23 -0.90 0.31  -0.59
N -1.62 -0.69 0.32  -0.53
C -1.90 0.48 -0.08  0.05
O -0.90 1.35 -0.48  -0.38
H 2.31 0.31 -0.54  0.33
H 1.52 1.17 0.85  0.34
H 1.75 -0.55 0.84  0.24
H 0.00 -0.01 -1.65  0.44
H 0.14 -1.76 -0.27  0.36
H 0.08 -1.12 1.37  0.38
H -2.91 0.85 -0.12  0.40

Properties
* E_tot: -7795.218 eV
* Kohn-Sham gap: 9.6669 eV
* relative energy (zero: lowest compared OMol25 entry of this formula, charge and spin): 4.427 eV



# C54H83AsBaN3O4SSbSi2Te

A structure of composition C54H83AsBaN3O4SSbSi2Te at a distorted geometry (the ωB97M-V functional and the def2-TZVPD basis, the Open Molecules 2025 dataset).

Last column: Mulliken charge in e.
Positions of all 151 atoms, in Å:
Ba 0.34 -0.46 -0.52  0.88
C -4.07 1.87 0.10  -0.33
O -3.68 0.76 -0.67  0.35
C -3.50 1.11 -2.03  0.14
C -3.22 -0.16 -2.84  -0.72
O -1.85 -0.49 -2.91  0.52
C -1.14 0.21 -3.91  -0.29
C 0.32 -0.25 -3.89  -0.76
O 1.14 0.57 -3.09  1.04
C 1.73 1.64 -3.77  -0.79
H -5.04 2.25 -0.26  0.35
H -3.32 2.67 0.05  -0.16
H -4.18 1.53 1.13  0.02
H -2.66 1.82 -2.12  -0.17
H -4.41 1.59 -2.40  0.41
H -3.64 -0.06 -3.85  0.42
H -3.71 -0.99 -2.33  -0.18
H -1.18 1.29 -3.72  -0.20
H -1.59 0.00 -4.89  0.31
H 0.72 -0.29 -4.91  0.45
H 0.36 -1.25 -3.44  0.10
H 2.39 1.29 -4.57  0.42
H 2.32 2.19 -3.03  -0.18
H 0.98 2.33 -4.19  0.25
C -1.03 5.09 -4.50  -1.27
As -0.88 4.78 -2.57  0.50
C -2.55 5.45 -1.82  -1.16
C 0.51 6.04 -2.01  -1.17
O -0.60 3.22 -2.24  0.05
H -1.37 6.10 -4.67  0.46
H -1.73 4.38 -4.94  0.37
H -0.05 4.95 -4.96  0.38
H -2.65 6.50 -2.07  0.44
H -2.53 5.32 -0.74  0.23
H -3.39 4.89 -2.23  0.36
H 0.46 6.90 -2.67  0.47
H 1.50 5.58 -2.09  0.27
H 0.34 6.36 -0.99  0.34
C 5.34 3.43 -2.40  -0.43
Si 5.72 3.84 -0.57  -0.07
C 4.50 5.16 0.08  -0.55
C 7.51 4.46 -0.41  -1.07
C 5.49 2.28 0.47  -0.93
Te 3.38 1.67 0.51  -0.12
C 3.78 0.29 2.14  -0.78
Si 3.44 1.07 3.84  0.16
C 1.57 1.45 3.93  -0.24
C 3.91 -0.13 5.25  -1.09
C 4.42 2.70 4.06  -0.86
H 5.53 4.28 -3.05  0.41
H 4.31 3.13 -2.53  -0.22
H 5.97 2.61 -2.74  0.31
H 4.64 6.13 -0.38  0.44
H 4.63 5.29 1.15  0.33
H 3.48 4.84 -0.09  -0.20
H 7.66 5.38 -0.97  0.31
H 8.21 3.73 -0.80  0.33
H 7.77 4.65 0.62  0.32
H 5.79 2.44 1.50  0.34
H 6.08 1.45 0.07  0.52
H 4.81 -0.02 2.02  0.44
H 3.15 -0.58 1.97  0.47
H 0.97 0.62 3.55  -0.03
H 1.33 2.33 3.33  -0.12
H 1.25 1.66 4.94  0.45
H 3.35 -1.06 5.18  0.30
H 3.69 0.31 6.21  0.33
H 4.96 -0.38 5.23  0.33
H 4.28 3.35 3.21  0.02
H 5.48 2.52 4.18  0.32
H 4.08 3.23 4.95  0.42
N -0.07 4.08 0.53  0.54
C -0.64 3.67 1.70  0.03
N -1.25 2.55 1.87  0.20
C -1.82 2.47 3.12  -1.02
C -2.57 1.40 3.62  0.04
C -3.09 1.49 4.89  -0.74
C -2.89 2.62 5.68  -0.69
C -2.15 3.69 5.21  -0.55
C -1.61 3.60 3.94  0.87
S -0.66 4.79 3.08  -0.37
H -0.01 3.36 -0.19  -0.45
H 0.77 4.63 0.64  0.12
H -2.74 0.53 3.01  0.80
H -3.67 0.66 5.28  0.41
H -3.32 2.67 6.67  0.40
H -1.99 4.57 5.81  0.43
C -0.66 -4.52 -3.34  -0.98
C 0.08 -5.20 -2.19  0.35
C -0.61 -4.91 -0.85  -1.20
C 1.54 -4.80 -2.17  1.19
C 2.48 -5.77 -2.44  -0.67
C 3.84 -5.49 -2.47  -1.55
C 4.24 -4.18 -2.25  -0.26
C 3.35 -3.17 -1.99  0.26
C 3.87 -1.76 -1.81  2.37
C 5.15 -1.68 -0.98  -1.33
C 4.10 -1.12 -3.19  -1.17
C 1.93 -3.42 -1.93  -0.31
N 0.98 -2.54 -1.77  -1.42
H -1.69 -4.86 -3.38  0.23
H -0.18 -4.75 -4.29  0.46
H -0.63 -3.44 -3.19  -0.19
H 0.03 -6.28 -2.36  0.64
H -0.58 -3.84 -0.65  0.05
H -0.10 -5.44 -0.04  0.42
H -1.65 -5.24 -0.88  0.36
H 2.15 -6.78 -2.62  0.34
H 4.56 -6.27 -2.67  0.32
H 5.30 -3.95 -2.31  0.26
H 3.10 -1.17 -1.30  -0.88
H 6.00 -2.09 -1.52  0.40
H 5.02 -2.24 -0.05  0.42
H 5.37 -0.64 -0.73  -0.04
H 4.87 -1.67 -3.73  0.38
H 4.42 -0.08 -3.08  0.13
H 3.18 -1.16 -3.76  0.17
C -7.04 -1.04 3.68  -0.63
C -5.83 -1.36 4.27  -0.44
C -4.73 -1.67 3.48  -0.53
C -4.84 -1.68 2.10  0.50
C -6.06 -1.35 1.52  -0.35
C -7.15 -1.04 2.30  -0.69
Sb -3.13 -2.02 0.83  -0.38
C -4.19 -3.48 -0.34  0.63
C -5.24 -4.23 0.17  -0.35
C -5.91 -5.13 -0.64  -0.75
C -5.55 -5.27 -1.97  -0.85
C -4.50 -4.53 -2.48  -1.11
C -3.82 -3.65 -1.66  -0.37
C -2.23 -3.45 2.18  1.20
C -2.51 -4.81 2.17  -0.53
C -1.86 -5.66 3.05  -0.56
C -0.94 -5.17 3.95  -0.66
C -0.65 -3.81 3.96  -0.61
C -1.29 -2.96 3.08  -0.99
H -7.89 -0.78 4.29  0.38
H -5.74 -1.37 5.35  0.45
H -3.79 -1.93 3.94  0.50
H -6.15 -1.37 0.44  0.49
H -8.10 -0.79 1.84  0.41
H -5.53 -4.12 1.21  0.64
H -6.73 -5.71 -0.23  0.43
H -6.09 -5.96 -2.60  0.39
H -4.21 -4.65 -3.51  0.48
H -2.98 -3.09 -2.05  0.47
H -3.23 -5.20 1.47  0.27
H -2.08 -6.72 3.03  0.41
H -0.43 -5.83 4.63  0.38
H 0.07 -3.42 4.66  0.47
H -1.07 -1.90 3.10  0.52

Properties
* E_tot: -171957.127 eV
* Kohn-Sham gap: 3.6757 eV
* relative energy (zero: lowest compared OMol25 entry of this formula, charge and spin): 1.736 eV



# C13H42N6O13

A cluster of 8 separate species, C13H42N6O13 in total at a distorted geometry (the ωB97M-V functional and the def2-TZVPD basis, the Open Molecules 2025 dataset).

Last column: Mulliken charge in e.
Positions of all 74 atoms, in Å:
N -4.63 -4.14 0.26  -0.45
C -4.60 -4.45 1.50  0.64
N -5.69 -3.93 2.00  -0.40
O -3.74 -5.04 1.97  -0.56
H -5.22 -3.48 -0.23  0.17
H -3.96 -4.61 -0.34  0.20
H -5.82 -3.98 3.00  0.22
H -6.38 -3.76 1.28  0.19
N 6.70 2.63 0.27  -0.43
C 6.08 1.49 0.38  0.65
N 6.72 0.57 -0.28  -0.40
O 5.00 1.43 0.98  -0.65
H 6.25 3.43 0.68  0.21
H 7.65 2.81 -0.02  0.15
H 7.57 0.83 -0.77  0.21
H 6.03 -0.16 -0.36  0.26
N -0.81 5.16 3.16  -0.37
C -0.90 4.49 4.26  0.69
N -0.19 3.41 4.13  -0.37
O -1.57 4.79 5.26  -0.69
H -1.35 6.01 3.06  0.21
H -0.19 4.84 2.43  0.15
H 0.26 3.14 3.27  0.18
H -0.32 2.84 4.96  0.21
O 3.47 -2.43 3.21  -0.52
C 3.60 -2.77 4.65  -0.31
C 4.67 -1.92 5.40  -0.47
O 4.61 -0.56 5.13  -0.49
H 2.56 -2.64 2.98  0.28
H 2.72 -2.40 5.17  0.26
H 3.58 -3.86 4.64  0.35
H 5.71 -2.11 5.14  0.30
H 4.59 -2.19 6.46  0.31
H 4.62 -0.59 4.17  0.30
O 4.22 -3.28 -6.34  -0.53
C 4.50 -4.14 -5.25  -0.25
C 4.74 -3.41 -3.87  -0.43
O 3.52 -2.75 -3.50  -0.50
H 4.72 -3.40 -7.15  0.30
H 3.58 -4.73 -5.23  0.23
H 5.38 -4.78 -5.36  0.33
H 5.60 -2.75 -3.81  0.26
H 4.93 -4.08 -3.03  0.29
H 3.31 -2.20 -4.26  0.32
O 0.38 1.91 -5.80  -0.54
C -0.91 1.94 -5.09  -0.26
C -1.68 0.64 -5.25  -0.27
O -2.50 0.81 -6.47  -0.53
H 0.61 2.77 -6.16  0.30
H -0.84 2.17 -4.03  0.23
H -1.35 2.79 -5.61  0.28
H -2.26 0.38 -4.37  0.32
H -0.95 -0.13 -5.53  0.18
H -3.43 0.78 -6.25  0.29
O -1.97 0.90 -0.44  -0.50
C -1.25 -0.28 -0.14  -0.29
C 0.24 -0.17 0.02  -0.36
O 0.67 1.00 0.70  -0.52
H -1.44 1.70 -0.34  0.30
H -1.67 -0.71 0.77  0.21
H -1.45 -0.98 -0.95  0.27
H 0.70 -0.20 -0.97  0.32
H 0.55 -1.13 0.43  0.28
H 1.60 0.95 0.90  0.29
O -7.24 3.17 3.08  -0.49
C -6.87 2.48 1.91  -0.44
C -7.86 2.58 0.76  -0.28
O -7.78 3.79 -0.06  -0.53
H -7.77 2.53 3.56  0.31
H -5.89 2.83 1.58  0.27
H -6.67 1.42 2.12  0.30
H -8.87 2.40 1.14  0.25
H -7.74 1.74 0.07  0.31
H -7.92 4.60 0.44  0.29

Properties
* E_tot: -49715.845 eV
* Kohn-Sham gap: 9.7165 eV
* relative energy (zero: lowest compared OMol25 entry of this formula, charge and spin): 5.302 eV



# C4H6BrClO

A cluster of 2 separate species, C4H6BrClO in total at a distorted geometry (the ωB97M-V functional and the def2-TZVPD basis, the Open Molecules 2025 dataset).

Last column: Mulliken charge in e.
Positions of all 13 atoms, in Å:
C -0.67 0.03 0.56  0.76
C -0.40 0.42 1.97  -1.02
C 0.44 -0.39 -1.84  -1.08
C 0.49 -0.08 -0.42  0.18
O -1.76 -0.14 0.11  -0.48
Cl 0.28 2.71 -0.47  -0.39
Br 2.28 -0.23 0.16  0.00
H -0.98 1.32 2.16  0.30
H 0.62 0.77 2.22  0.36
H -0.69 -0.50 2.51  0.31
H 0.20 -1.51 -2.03  0.35
H -0.48 0.04 -2.31  0.29
H 1.27 -0.22 -2.53  0.43

Properties
* E_tot: -88855.091 eV
* Kohn-Sham gap (spin up / spin down): 6.8797 / 6.8838 eV
* relative energy (zero: lowest compared OMol25 entry of this formula, charge and spin): 1.636 eV